Here is a structure of composition H18HeO9 at a distorted geometry from the Open Molecules 2025 dataset. Energies are from the ωB97M-V functional and the def2-TZVPD basis.

```
28
Properties=species:S:1:pos:R:3:forces:R:3:lowdin_charge:R:1
He 0.263104 0.042097 -1.038886 -0.01 0.01 -0.02 0.15
O -2.169956 0.050287 1.474564 -0.18 0.22 0.12 -0.04
H -2.135336 0.753787 2.122724 -0.04 0.53 0.08 0.08
H -2.975036 -0.425273 1.679324 -0.41 -0.25 0.03 0.09
O -2.815666 1.389077 -1.379386 -0.46 -0.04 -0.08 -0.06
H -1.938096 1.757247 -1.482146 0.50 0.29 -0.11 -0.02
H -2.726436 0.749697 -0.672666 0.08 -0.14 0.16 -0.01
O 0.597204 0.278097 1.778634 0.48 0.27 0.09 -0.05
H 0.778584 0.434997 2.705294 0.09 0.01 0.35 0.05
H -0.331656 0.048537 1.751414 -0.28 -0.16 -0.19 -0.01
O -1.393496 -2.198243 0.249874 0.12 -0.30 -0.31 -0.04
H -1.163826 -2.851583 0.910654 0.07 -0.36 0.11 0.06
H -1.512606 -1.387743 0.744994 0.10 0.23 0.00 -0.03
O 2.746754 -1.674733 1.388974 0.70 0.12 0.90 -0.08
H 2.182924 -1.123093 1.931204 -0.09 0.13 -0.11 -0.02
H 2.151204 -2.080793 0.759164 -0.07 -0.28 -0.75 -0.04
O -0.060496 2.846197 -1.359436 -0.12 -0.27 -0.46 -0.07
H -0.133296 3.198467 -0.472396 -0.06 0.15 0.57 -0.02
H 0.452424 3.499177 -1.835636 0.06 0.08 -0.22 0.04
O 1.376914 -2.621313 -0.760676 0.06 -0.34 0.42 -0.07
H 0.589554 -2.193443 -0.424186 -0.70 0.03 -0.06 -0.02
H 1.587614 -2.140833 -1.561286 0.22 0.00 -0.53 0.00
O 1.785964 -2.200803 -3.542066 -0.05 0.01 0.09 -0.03
H 2.598314 -2.361063 -4.022316 0.27 -0.10 -0.04 0.05
H 1.333994 -1.528903 -4.052466 -0.21 0.20 -0.11 0.05
O 0.065234 3.267287 1.393654 -0.22 0.16 0.13 -0.04
H 0.798894 2.667367 1.528074 0.22 -0.52 -0.14 0.03
H 0.047234 3.805497 2.185004 -0.08 0.31 0.10 0.05
```
Forces are in eV/Å.

## Properties
Frontier orbital gap, eV: 9.6
Total charge: 0
Strongest force on any atom, eV Å⁻¹: 1.2
Multiplicity: 1